C3H10NO2 | ωB97M-V with the def2-TZVPD basis set

Computed properties:
net charge: +2
2S+1: 2
LUMO level (alpha / beta): -11.031 / -14.498 eV
⟨S²⟩: 0.754
gap between HOMO and LUMO (alpha / beta): 0.199 / 0.072 Ha
DFT total energy: -8835.4589 eV

Each atom is followed by the atoms it is bonded to, with distances in Å.
CARTESIAN COORDINATES (ANGSTROEM)
1 C 0.039 -0.287 -0.797  C2 1.357, N4 1.413, H5 1.079
2 C -0.998 -0.026 0.039  C1 1.357, H6 1.091, H7 1.077
3 C 1.563 1.503 -0.358  N4 1.300, H8 1.083, H9 1.074
4 N 1.007 0.666 -1.182  C1 1.413, C3 1.300, H10 1.023
5 H 0.238 -1.285 -1.156  C1 1.079
6 H -1.203 0.944 0.496  C2 1.091
7 H -1.526 -0.797 0.576  C2 1.077
8 H 2.329 2.221 -0.625  C3 1.083
9 H 1.114 1.600 0.613  C3 1.074
10 H 1.469 0.447 -2.068  N4 1.023
11 H -5.467 -1.207 1.620  O13 0.979
12 H -5.138 -2.530 0.818  O13 0.979
13 O -4.739 -1.759 1.270  H11 0.979, H12 0.979
14 H 3.453 -0.505 0.467  O16 0.972
15 H 4.328 0.701 0.342  O16 0.973
16 O 3.530 0.312 -0.055  H14 0.972, H15 0.973

Atomic partial charges in e from the Löwdin method, atoms 1 to 8:
1 C 0.09
2 C 0.34
3 C 0.24
4 N 0.12
5 H 0.18
6 H 0.14
7 H 0.14
8 H 0.15